Here is C4H12N2O as an isolated structure at a distorted geometry from the Open Molecules 2025 dataset. Energies are from ωB97M-V/def2-TZVPD.

```
19
Properties=species:S:1:pos:R:3:forces:R:3
H 2.9584 -1.7014 0.0643 0.9 -0.5 1.5
C -1.5476 0.6513 0.5311 5.1 2.0 2.8
H -1.2826 1.6508 -1.4878 0.5 1.7 2.9
H 2.5668 0.3947 1.1123 -0.2 0.4 0.8
C 3.2901 -0.7222 -0.2945 -2.1 -3.7 -3.4
H 2.3101 -0.6804 -0.8577 1.1 1.0 -0.5
H 0.0364 1.8115 -0.3287 1.8 0.6 0.5
H -4.0315 -1.8541 0.5770 3.6 2.2 -1.9
H 4.1762 0.5248 0.9668 5.3 1.0 3.1
O -0.9033 0.2447 1.5602 -2.5 1.3 -3.2
H -2.6927 0.4842 -1.0992 0.2 -1.7 3.2
H -2.5301 -2.2426 -1.0135 -0.8 3.0 3.6
C -2.8232 -1.3938 0.0839 0.2 -4.0 1.9
H 4.0917 -1.0471 -1.0139 -0.4 1.3 0.7
N 3.3869 0.3501 0.5557 -4.5 0.5 -2.2
N -2.4869 0.0134 -0.1098 -3.3 -0.5 -4.8
C -0.9874 2.0079 -0.3257 -4.6 -1.3 -1.1
H -1.4353 3.1183 0.0108 1.5 -3.4 -1.0
H -2.0960 -1.6100 1.0687 -1.8 -0.1 -2.9
```
Positions in Å, forces in eV/Å.

HOMO level: -0.312 Ha
frontier orbital gap: 0.3327 Ha
LUMO: 0.0207 Eh
multiplicity: 1

For each atom in turn, the Mulliken charge in e is: H 0.29; C 0.66; H 0.23; H 0.19; C -0.75; H 0.21; H 0.24; H 0.23; H 0.16; O -0.64; H 0.28; H 0.23; C -0.80; H 0.32; N -0.42; N -0.21; C -0.78; H 0.24; H 0.31


Here is an isolated ion of composition C3H4NO3 and charge +1 at a distorted geometry from the Open Molecules 2025 dataset. Energies are from ωB97M-V/def2-TZVPD.

```
11
Properties=species:S:1:pos:R:3:forces:R:3
H 1.6801 0.9995 0.0669 1.7 -0.1 0.2
H 1.1333 -0.7345 -1.3755 -1.5 -0.4 0.7
O -0.7655 -1.2468 -0.3564 -1.0 0.1 -0.4
O -0.5477 2.3305 0.3675 0.4 -0.2 0.6
H 1.2200 -1.6252 0.2256 -1.1 1.0 -0.9
O -2.9500 -0.4905 0.0116 2.0 0.1 -0.6
C -1.8507 -0.7234 -0.2092 -1.0 -0.5 0.6
H 0.7019 0.3750 1.5061 0.2 0.5 -1.5
C 0.6778 -0.7953 -0.3442 3.0 -1.3 -0.1
N -0.1046 1.4310 -0.2628 -1.6 0.2 -1.1
C 0.8055 0.4797 0.3705 -1.1 0.6 2.6
```
Positions in Å, forces in eV/Å.

HOMO level (spin up / spin down): -0.517 / -0.517 Ha
frontier orbital gap (spin up / spin down): 0.3094 / 0.3094 Ha
LUMO (spin up / spin down): -0.2079 / -0.2079 Eh
net charge: +1
multiplicity: 1

For each atom in turn, the Mulliken charge in e is: H 0.37; H 0.30; O -0.17; O -0.23; H 0.32; O -0.10; C 0.78; H 0.35; C -0.15; N -0.02; C -0.43


Here is one molecule with the formula C8H7Cl3N2O2 at a distorted geometry from the Open Molecules 2025 dataset. Energies are from ωB97M-V/def2-TZVPD.

```
22
Properties=species:S:1:pos:R:3:forces:R:3
C -0.4867 0.5764 -2.0227 1.6 -0.8 1.0
Cl 0.5461 -1.4731 3.4352 -0.7 -0.1 -0.5
H 1.3994 0.4055 0.8535 0.9 -0.7 1.0
O -2.2065 -1.8394 2.9524 -0.5 -0.9 0.7
H -0.5278 -1.9382 -1.2662 0.6 1.1 1.2
H 1.3657 3.5213 -2.1001 -1.1 -2.1 0.7
C 0.9213 2.4968 -1.7584 0.7 2.0 0.9
Cl 1.8198 -2.3853 0.9594 -0.4 -0.1 -0.6
H -1.2444 -0.0585 -2.5127 0.4 0.7 0.1
C -0.3248 -1.0100 1.9002 1.6 1.4 2.7
Cl -0.9611 -3.3729 0.7651 0.1 -0.2 -0.2
C 1.3037 1.9991 -0.4715 2.0 3.2 -0.7
O -2.3994 -0.1786 1.6214 -0.2 0.3 -0.5
C 1.0911 0.7371 -0.0811 -2.2 -0.7 -2.2
H -0.3971 2.1761 -3.3848 -0.8 1.0 -1.9
C -0.0359 -1.8854 0.7035 2.1 -0.3 -0.2
N -0.1561 -1.2915 -0.5261 -1.7 -1.5 -1.7
H -0.0298 0.0795 1.9235 -0.8 -1.5 -1.1
C -0.0474 1.8339 -2.4837 0.9 -1.8 2.0
H 1.9200 2.6550 0.2227 -0.7 -0.7 -1.2
N -1.7667 -1.0413 2.1906 -0.8 1.0 0.1
C 0.2167 -0.0066 -0.9204 -1.1 0.7 0.3
```
Positions in Å, forces in eV/Å.

HOMO level: -0.322 Ha
frontier orbital gap: 0.3044 Ha
LUMO: -0.0173 Eh
multiplicity: 1

For each atom in turn, the Mulliken charge in e is: C -0.65; Cl -0.10; H 0.79; O -0.50; H 0.26; H 0.26; C -0.56; Cl -0.19; H 0.32; C -0.35; Cl -0.13; C -0.77; O -0.59; C -0.49; H 0.47; C 0.42; N -0.15; H 0.40; C -0.51; H 0.27; N 0.92; C 0.87


Here is a 2-piece molecular cluster, C3H7O3 overall at a distorted geometry from the Open Molecules 2025 dataset. Energies are from ωB97M-V/def2-TZVPD.

```
13
Properties=species:S:1:pos:R:3:forces:R:3
O 1.3938 0.2653 2.0072 0.6 0.2 0.3
H 2.5334 1.5070 0.7736 -0.1 0.0 -0.1
H 2.7805 1.6642 2.5079 -0.1 -0.1 -0.1
H -1.2015 -2.0053 -2.3110 0.0 -0.2 0.3
O -0.1399 0.1270 -1.8963 -0.1 -0.1 -0.1
H -2.6779 -1.4482 -1.6524 -0.2 0.1 0.6
H -1.5567 -2.4616 -0.6340 -0.2 0.2 0.3
C 2.0159 1.4975 1.7363 0.6 0.2 0.5
O -1.0387 0.0472 0.1715 0.3 -0.2 -0.5
H 1.3379 2.3536 1.7888 -0.2 -0.1 -0.2
H 1.0357 -0.0302 1.1730 -1.0 -0.2 -0.4
C -0.8657 -0.3702 -1.0121 -0.3 0.1 1.1
C -1.6476 -1.6625 -1.3626 0.7 0.1 -1.7
```
Positions in Å, forces in eV/Å.

HOMO level: -0.148 Ha
frontier orbital gap: 0.2987 Ha
LUMO: 0.1502 Eh
net charge: -1
multiplicity: 1

For each atom in turn, the Mulliken charge in e is: O -0.49; H 0.24; H 0.24; H 0.29; O -0.72; H 0.22; H 0.24; C -0.53; O -0.75; H 0.22; H 0.29; C 0.61; C -0.86


Here is one molecule with the formula C5H5PS at a distorted geometry from the Open Molecules 2025 dataset. Energies are from ωB97M-V/def2-TZVPD.

```
12
Properties=species:S:1:pos:R:3:forces:R:3
H -0.7176 -1.9830 -0.5040 0.0 -0.1 0.0
C -0.2834 1.3526 -0.1364 -0.4 -0.2 -0.2
C -0.8481 0.1482 -0.3478 -0.3 1.0 0.1
S 3.7609 -0.4095 0.0391 -0.4 0.1 0.1
H 1.5803 1.9388 1.2100 0.2 0.1 0.4
C 1.2104 -1.2249 -0.2089 -1.0 -0.9 -0.1
H -1.9268 0.0773 -0.4264 0.0 0.1 0.0
P 1.4773 1.6924 -0.1616 0.7 -2.3 -0.1
C 2.1441 -0.1741 -0.0705 0.6 2.5 -0.1
H 1.6344 -2.2224 -0.1391 -0.1 0.0 -0.1
H -0.9123 2.2294 -0.0398 -0.2 0.0 0.0
C -0.1300 -1.0832 -0.3874 1.0 -0.5 0.1
```
Positions in Å, forces in eV/Å.

HOMO level (spin up / spin down): -0.308 / -0.308 Ha
frontier orbital gap (spin up / spin down): 0.2651 / 0.2651 Ha
LUMO (spin up / spin down): -0.0429 / -0.0429 Eh
multiplicity: 1

For each atom in turn, the Mulliken charge in e is: H 0.33; C -0.31; C -0.35; S -0.26; H 0.08; C -0.35; H 0.32; P -0.06; C 0.05; H 0.33; H 0.34; C -0.11


Here is C5H10N2O as an isolated structure at a distorted geometry from the Open Molecules 2025 dataset. Energies are from ωB97M-V/def2-TZVPD.

```
18
Properties=species:S:1:pos:R:3:forces:R:3
H -1.5197 1.4044 0.4341 -0.1 0.1 0.0
C -0.5954 1.7867 0.0046 -0.1 -0.5 0.2
C 0.5541 0.8157 0.2010 1.9 1.3 -1.7
H 2.6406 0.6138 0.5930 0.0 0.0 -0.1
H -2.0641 -0.8300 -0.5994 -0.1 0.0 0.0
H -0.1055 -0.3434 1.0195 -0.6 -2.2 -0.3
N 0.5242 -0.3656 -0.7441 0.6 -0.5 -0.2
N 1.4663 -0.7845 -1.4179 -0.3 0.9 0.2
H -0.7679 1.9745 -1.0562 0.1 -0.1 0.0
H -1.7475 -2.5730 -0.8240 -0.1 0.1 0.0
H -0.3440 2.7310 0.4833 0.0 -0.1 0.0
H -2.3513 -1.9882 0.7284 0.1 0.0 0.1
C -0.2862 -1.5906 0.3419 -0.7 1.2 2.2
H 1.8760 2.2153 1.0946 -0.1 0.1 0.0
C 1.7729 1.2605 0.6044 -0.9 -0.6 0.1
C -1.7146 -1.7400 -0.1190 0.2 0.0 -0.2
H 2.2352 -0.0955 -1.4396 0.1 0.0 0.1
O 0.4269 -2.4909 0.6952 0.0 0.2 -0.5
```
Positions in Å, forces in eV/Å.

HOMO level (spin up / spin down): -0.296 / -0.296 Ha
frontier orbital gap (spin up / spin down): 0.2861 / 0.2862 Ha
LUMO (spin up / spin down): -0.0098 / -0.0098 Eh
multiplicity: 1

For each atom in turn, the Mulliken charge in e is: H 0.29; C -1.19; C 0.61; H 0.32; H 0.30; H 0.15; N 0.42; N -0.70; H 0.28; H 0.33; H 0.42; H 0.28; C 0.61; H 0.26; C -1.06; C -1.03; H 0.29; O -0.57


Relative energy (zero: lowest compared OMol25 entry of this formula, charge and spin) across the listed records, respectively: 138.5 90.2 0.0 22.9 0.0 131.5 kcal/mol.
E_tot across the listed records, respectively: -344.164374 -396.750578 -1949.467711 -344.273756 -932.997538 -381.075822 Ha.